No. 1
Density functional theory data (ωB97M-V with the def2-TZVPD basis set) for a single C3H3BrO2 molecule in a non-equilibrium geometry.

Atoms and positions in Å:
C1 -0.3277 -0.2459 0.1101
C2 -1.4748 0.9450 -0.0570
C3 1.1129 -0.5083 -0.4790
O1 -0.6408 -0.7867 1.1506
O2 -1.0742 2.0287 0.2343
Br1 2.2576 -1.4637 0.7817
H1 -2.5405 0.5393 0.0890
H2 1.4928 0.5547 -0.5188
H3 1.1947 -1.0632 -1.3109

Summary:
Structure (SMILES): O=CC(=O)CBr
Highest occupied orbital energy: -9.85 eV
LUMO energy: 0.00192 Ha
ΔE to the lowest compared entry with this formula, charge and spin: 30.73 kcal/mol
Strongest force on any atom: 5.6 eV/Å

Löwdin atomic charge list, values in e, 5 entries: -0.339, -0.158, -0.490, 0.026, 0.072

---

No. 2
Density functional theory data (ωB97M-V with the def2-TZVPD basis set) for a molecular structure, C39H34BrCrN7O3 in a non-equilibrium geometry.

Atoms and positions in Å:
Cr1 -0.3627 -0.8409 -0.2644
O1 0.8523 -1.3118 0.8942
C1 1.3299 -0.8852 2.1119
C2 0.1155 -0.4864 2.9952
C3 -0.7227 0.6187 2.4252
C4 -0.9287 1.7722 3.1763
C5 -1.7671 2.7657 2.7022
C6 -2.4345 2.5336 1.5146
C7 -2.2037 1.3537 0.8160
C8 -2.9790 1.0800 -0.4320
C9 -2.0220 1.0825 -1.6534
O2 -1.2178 -0.0196 -1.5269
C10 -2.7280 0.9704 -3.0038
C11 -4.0648 0.6402 -3.1644
C12 -4.5940 0.4869 -4.4357
C13 -3.7989 0.6516 -5.5555
C14 -2.4587 0.9657 -5.3992
C15 -1.9280 1.1157 -4.1337
C16 -1.2108 2.3820 -1.5996
C17 0.0359 2.4237 -0.9930
C18 0.7469 3.6074 -0.9142
C19 0.2127 4.7700 -1.4415
C20 -1.0349 4.7397 -2.0430
C21 -1.7473 3.5554 -2.1186
N1 -1.3091 0.4445 1.2304
C22 2.0631 -2.0339 2.8101
C23 1.6519 -3.3386 2.5733
C24 2.3094 -4.4012 3.1662
C25 3.3911 -4.1634 3.9977
C26 3.7971 -2.8622 4.2455
C27 3.1340 -1.7979 3.6599
C28 2.2996 0.2771 1.8921
C29 2.3581 1.4065 2.7009
C30 3.2732 2.4118 2.4342
C31 4.1354 2.3102 1.3574
C32 4.1134 1.1693 0.5735
C33 3.2176 0.1523 0.8542
H1 0.4618 -0.2310 3.9959
H2 -0.4998 -1.3850 3.0738
H3 -0.4569 1.8757 4.1403
H4 -1.9212 3.6752 3.2649
H5 -3.1464 3.2482 1.1367
H6 -3.7558 1.8317 -0.5626
H7 -3.4159 0.0788 -0.3703
H8 -4.7116 0.5036 -2.3116
H9 -5.6368 0.2350 -4.5513
H10 -4.2174 0.5370 -6.5432
H11 -1.8267 1.0990 -6.2642
H12 -0.8805 1.3560 -4.0058
H13 0.4646 1.5154 -0.5796
H14 1.7155 3.6113 -0.4370
H15 0.7701 5.6925 -1.3858
H16 -1.4516 5.6450 -2.4590
H17 -2.7171 3.5386 -2.5947
H18 0.8196 -3.5168 1.9061
H19 1.9757 -5.4108 2.9759
H20 3.9153 -4.9911 4.4508
H21 4.6371 -2.6700 4.8958
H22 3.4555 -0.7839 3.8502
H23 1.7202 1.5115 3.5632
H24 3.3120 3.2774 3.0777
H25 4.8323 3.1056 1.1433
H26 4.8062 1.0655 -0.2477
H27 3.2329 -0.7679 0.2852
O3 3.0114 -1.9674 -5.3582
C34 2.3542 -1.7228 -4.2242
C35 2.7173 -0.7164 -3.3221
C36 1.9882 -0.5481 -2.1679
N2 0.9332 -1.3057 -1.8362
C37 0.5692 -2.2282 -2.7322
Br1 -1.0057 -3.1480 -2.2632
C38 1.2250 -2.4919 -3.9115
H28 3.7585 -1.3640 -5.4737
H29 3.5575 -0.0696 -3.5276
H30 2.2538 0.2240 -1.4623
H31 0.8942 -3.2592 -4.5907
N3 -3.3996 -2.8986 3.9332
N4 -2.7677 -3.0094 2.7480
N5 -2.1296 -4.0901 2.3851
C39 -1.5914 -3.7217 1.2324
N6 -1.8991 -2.4578 0.9331
N7 -2.6573 -2.0216 1.9065
H32 -3.6528 -3.8031 4.3098
H33 -4.1511 -2.2196 3.9166
H34 -1.0178 -4.3738 0.6088

Summary:
2S+1: 4
Highest occupied orbital energy (spin up / spin down): -11.09 / -11.11 eV
LUMO energy (spin up / spin down): -0.10194 / -0.08542 Ha
Net charge: +1
ΔE to the lowest compared entry with this formula, charge and spin: 3.00 kcal/mol
Strongest force on any atom: 1.7 eV/Å
<S²>: 3.78

Löwdin atomic charge list, values in e, 5 entries: 0.842, -0.265, -0.444, -0.032, -0.226